Record 1
C15H17Cl3N2PtSSi2 as an isolated structure. Source: OMol25; level of theory: the ωB97M-V functional and the def2-TZVPD basis.

```
41
Properties=species:S:1:pos:R:3:forces:R:3
N 0.171283 -0.503341 1.858723 0.188 -0.022 0.082
Cl 1.361871 4.168683 -0.787649 -0.003 0.052 -0.047
H -8.105158 0.383787 -4.378041 0.002 0.003 -0.001
H 0.986629 -2.390896 4.511130 -0.006 0.002 0.000
C 4.237473 -1.458635 -0.708102 0.035 0.006 0.030
H 6.458279 -1.762576 1.634854 -0.005 0.003 -0.006
C 4.821321 0.976735 1.098725 0.011 -0.038 0.011
C -5.936949 1.220726 -1.924963 -0.011 -0.016 -0.037
Pt -0.687138 1.194788 -0.214342 -0.594 -1.303 -0.616
H -5.847958 1.844245 -1.046075 0.005 -0.004 0.004
Cl 0.196288 3.556206 2.226143 0.024 0.065 -0.003
H 5.257685 -1.566888 -1.084896 -0.003 0.008 -0.002
Si 4.263426 -0.809770 1.050032 0.003 0.035 -0.048
H -7.939789 1.816732 -2.375802 0.001 -0.001 0.002
H -6.195645 -1.016154 -5.073378 0.001 -0.001 0.002
C 2.367202 -1.740382 2.982617 0.020 -0.012 0.038
Cl -1.897587 4.298346 -0.223378 0.026 0.129 0.018
C -4.945583 -0.384017 -3.458438 -0.035 0.028 0.002
N -2.690560 0.457219 -0.940611 0.160 0.634 0.223
C 1.123406 -1.835372 3.593765 0.014 0.032 0.006
C 5.456645 -1.844353 2.063080 -0.038 -0.007 0.007
C 1.388102 -0.378815 1.317861 -0.156 0.240 -0.044
C -4.865381 0.424402 -2.325813 0.016 -0.025 0.031
C -7.190986 0.395726 -3.799409 -0.011 -0.002 -0.006
H 5.185495 -2.902408 2.066140 -0.003 0.004 -0.004
S 1.475599 0.691608 -0.101368 0.313 0.007 0.331
H -0.933566 -1.230305 3.428290 -0.011 -0.026 -0.024
C 2.547771 -0.990307 1.825003 0.004 0.022 -0.009
H 3.755285 -2.437369 -0.755465 0.015 -0.006 0.006
H 3.699499 -0.787133 -1.377791 -0.013 -0.002 0.010
H 5.515330 -1.505155 3.099594 0.000 0.006 -0.005
C -3.657085 0.444222 -1.557394 0.062 -0.054 0.028
C -6.118546 -0.394052 -4.192353 0.009 -0.003 -0.001
H 3.213754 -2.244727 3.434450 0.003 0.003 -0.016
H 5.887825 1.040616 0.867897 -0.006 0.005 -0.009
C -7.101382 1.201689 -2.672318 0.003 0.005 0.006
H 4.665586 1.406235 2.090652 0.012 -0.009 0.005
H -4.098487 -0.988100 -3.752527 0.000 -0.004 0.005
C 0.059165 -1.191289 2.993412 -0.011 -0.127 -0.080
Si -0.160601 3.248325 0.225789 -0.015 0.380 0.106
H 4.277482 1.591753 0.381957 -0.010 -0.005 0.005
```
Positions in Å, forces in eV/Å.

The calculation puts the highest occupied orbital energy at -7.6 eV. The calculated total energy is -3168.58508 Eh. For the relative energy (zero: lowest compared OMol25 entry of this formula, charge and spin), the calculation gives 33.8 kcal/mol. The multiplicity is 1.

Results of the Löwdin charge analysis, in e, for atoms 1 through 4: number 1, N, carries -0.003; number 2, Cl, carries 0.228; number 3, H, carries 0.110; number 4, H, carries 0.099

---

Record 2
C15H17F3MgN2O2 as an isolated structure. Source: OMol25; level of theory: the ωB97M-V functional and the def2-TZVPD basis.

```
40
Properties=species:S:1:pos:R:3:forces:R:3
C 1.946526 2.683508 -2.445077 0.116 -0.161 0.057
C 1.609056 0.067882 -1.619608 0.246 1.627 -0.512
H -4.516854 -0.848280 0.302424 0.185 -0.085 -0.043
C 0.116066 -0.036045 2.297788 -0.141 0.297 -0.756
C 1.400801 -1.299303 -1.084746 -0.230 -0.891 0.722
H 0.082996 2.988886 -1.399978 0.036 -0.429 -0.242
C 0.503148 -0.425593 3.759939 -0.059 0.161 -0.205
F -0.045155 0.471938 4.616985 0.493 -0.542 -0.259
H 2.929166 -4.294694 -0.557660 -0.057 0.030 0.014
Mg -0.989719 0.347410 0.029879 1.228 0.706 0.700
H -1.662562 3.030296 -0.388451 -0.029 0.156 0.428
C 2.169484 -3.523168 -0.525963 -0.424 0.289 0.151
H 0.758266 -4.640935 0.703183 0.105 0.102 -0.156
H 2.000769 3.725756 -2.761880 0.123 -0.323 0.152
H -1.916416 2.402066 1.308579 0.186 0.502 -0.177
H -2.866046 -1.313398 0.006999 0.053 0.059 0.011
C 0.973165 -3.722453 0.165933 -0.200 0.387 -0.122
H -0.931776 -2.819347 0.703106 0.442 0.170 -0.163
H -4.429267 0.784433 -1.242745 0.350 0.003 -0.152
H -2.703813 0.521528 -1.524474 0.017 0.235 -0.410
H -0.243602 2.747068 0.696626 -0.126 0.298 0.259
H -3.227986 1.653123 -0.251941 -0.177 -0.400 -0.427
C 2.967365 1.768460 -2.711192 -0.453 -0.077 0.188
H 3.587969 -0.282674 -2.411447 -0.107 0.281 -0.092
F 1.847356 -0.431966 3.924269 -0.970 -0.074 0.171
H 3.883153 2.073568 -3.224033 -0.353 -0.132 0.161
C 2.800378 0.453282 -2.275207 -0.507 -0.255 0.354
H -3.272685 -0.127276 1.279633 0.128 -0.154 -0.343
O -1.066153 -0.392198 1.945588 1.275 0.050 0.378
N 0.630570 0.982821 -1.373418 0.950 -0.646 -0.420
F 0.020319 -1.652248 4.089107 0.487 0.698 -0.098
N 0.240185 -1.513791 -0.416778 0.095 -0.065 -0.474
C 0.824310 2.262014 -1.729534 0.299 -0.385 -0.233
O 0.932872 0.588729 1.588702 -0.873 -1.135 0.939
C -3.497657 -0.453345 0.255790 -0.724 -0.071 0.585
H 3.306666 -2.087161 -1.678597 -0.003 -0.237 0.053
C -3.450498 0.704225 -0.754122 -0.810 0.064 0.213
C 2.385604 -2.304237 -1.157291 -0.637 0.556 0.074
C -1.248617 2.420834 0.430245 -0.425 -0.446 -0.125
C 0.023317 -2.693415 0.180271 0.494 -0.162 -0.198
```
Positions in Å, forces in eV/Å.

The calculation puts the highest occupied orbital energy at -7.0 eV. The calculated total energy is -1341.54008 Eh. For the relative energy (zero: lowest compared OMol25 entry of this formula, charge and spin), the calculation gives 0.0 kcal/mol. The multiplicity is 1.

Results of the Löwdin charge analysis, in e, for atoms 1 through 4: number 1, C, carries -0.034; number 2, C, carries -0.177; number 3, H, carries 0.079; number 4, C, carries -0.528

---

Record 3
C15H17IrNSSi as an isolated structure. Source: OMol25; level of theory: the ωB97M-V functional and the def2-TZVPD basis.

```
36
Properties=species:S:1:pos:R:3:forces:R:3
H 2.635765 -1.059772 -0.914338 -0.028 -0.040 0.057
C 1.511396 1.027854 1.527998 0.053 -0.015 0.070
H -2.852339 0.888368 1.011380 0.011 -0.041 0.018
C -0.019691 2.128215 3.243169 -0.028 0.028 0.058
C 3.899618 1.177349 1.297862 -0.032 -0.028 -0.012
H -0.555847 -3.003968 -3.853000 0.080 -0.024 0.015
H 0.806426 2.413615 3.878635 0.000 0.054 -0.040
S -0.015039 -3.873317 0.748001 -0.149 -0.537 0.921
C 3.871607 0.230408 0.284369 -0.032 0.069 -0.015
H -1.331466 -0.159609 -4.350579 0.006 0.027 0.005
H 4.788830 -0.072507 -0.202832 -0.004 -0.009 0.023
H 0.919795 -2.332974 -3.159695 -0.004 -0.008 0.047
C -1.322689 2.461618 3.577668 -0.010 -0.017 -0.055
C -2.369771 2.049168 2.762327 0.018 0.053 0.026
H -3.014287 -2.542182 -1.262762 -0.008 -0.035 -0.053
Ir -0.276226 -0.651772 -0.018156 -2.370 1.203 1.819
H -1.549139 1.063008 -3.091929 0.006 0.002 -0.060
C -0.261873 -2.390728 0.529193 0.790 0.226 -2.317
H -3.188483 -2.207361 -2.991310 0.044 0.024 0.003
C -0.096337 -2.653699 -2.922207 -0.167 -0.074 -0.301
H -3.545186 -0.945138 -1.807577 -0.037 -0.050 -0.013
H 4.842251 1.606500 1.609032 -0.010 0.017 -0.012
C 2.660192 -0.326155 -0.117053 0.129 0.009 -0.100
C -2.075346 1.271040 1.662348 -0.034 -0.021 -0.007
H -0.043354 -3.501519 -2.239783 0.006 0.008 -0.006
H 2.756487 2.341801 2.685860 -0.016 -0.029 0.015
C 1.489975 0.076841 0.496566 0.326 -0.357 -0.278
H 0.078780 0.518346 -3.524709 -0.009 -0.036 -0.017
C -2.879814 -1.781025 -2.032142 -0.185 0.222 0.439
H -3.394230 2.315806 2.976658 0.007 -0.031 0.025
C -0.954101 0.196551 -3.386556 -0.027 0.393 0.279
C 2.721645 1.582239 1.915027 0.101 -0.037 0.028
Si -1.104615 -1.247821 -2.227987 1.216 -1.191 -0.431
H -1.522399 3.041405 4.469027 0.002 -0.010 -0.005
N -0.819220 0.958285 1.339583 0.329 0.130 -0.083
C 0.208684 1.401131 2.087915 0.026 0.126 -0.042
```
Positions in Å, forces in eV/Å.

The calculation puts the highest occupied orbital energy (alpha / beta) at -11.7 / -11.7 eV. Its total charge is +1. The calculated total energy is -1428.30241 Eh. For the relative energy (zero: lowest compared OMol25 entry of this formula, charge and spin), the calculation gives 41.8 kcal/mol. The multiplicity is 1.

Results of the Löwdin charge analysis, in e, for atoms 1 through 4: number 1, H, carries 0.107; number 2, C, carries -0.186; number 3, H, carries 0.120; number 4, C, carries 0.022